Run one
The following is a DFT calculation (ωB97M-V/def2-TZVPD) of a molecular structure, C6H6N.

Charge: +1
HOMO-LUMO gap (alpha / beta): 6.51 / 6.51 eV
HOMO level (alpha / beta): -12.742 / -12.741 eV

Positions of all 13 atoms, in Å:
1 C 1.261 -0.370 -0.026
2 C -1.081 -1.287 0.342
3 C 2.477 -0.619 -0.064
4 C -0.523 1.153 0.619
5 C -1.052 0.794 -0.621
6 C -0.082 -0.200 0.192
7 N -2.074 -0.711 -0.211
8 H 3.028 -0.942 0.852
9 H 3.076 -0.912 -1.074
10 H 0.415 1.675 0.634
11 H -1.185 1.262 1.469
12 H -1.161 1.094 -1.696
13 H -3.099 -0.938 -0.415



Run two
The following is a DFT calculation (ωB97M-V/def2-TZVPD) of a molecular structure, C6H6N.

Charge: +1
HOMO-LUMO gap: 8.86 eV
HOMO level: -14.741 eV

Positions of all 13 atoms, in Å:
1 C -0.312 1.800 -1.019
2 C 0.927 1.407 -1.127
3 C -0.913 -1.477 1.599
4 C -0.629 -0.124 -0.624
5 C 1.182 -0.621 0.275
6 C -0.207 -0.873 0.637
7 N 0.859 0.075 -0.777
8 H -1.040 2.512 -0.829
9 H 1.855 1.740 -1.468
10 H -1.990 -1.189 1.687
11 H -0.769 -2.129 2.419
12 H -1.131 -0.642 -1.506
13 H 2.169 -0.480 0.734



Run three
The following is a DFT calculation (ωB97M-V/def2-TZVPD) of a gas-phase ion, C6H6N (charge +1).

Charge: +1
HOMO-LUMO gap (alpha / beta): 7.64 / 7.64 eV
HOMO level (alpha / beta): -15.463 / -15.463 eV

Positions of all 13 atoms, in Å:
1 C 1.567 -1.544 0.017
2 C 0.338 -1.476 -0.089
3 C 1.932 0.984 -0.054
4 C 2.679 -0.044 0.161
5 C -0.162 0.026 -0.013
6 C -1.646 0.042 0.107
7 N 0.593 1.025 -0.067
8 H 2.472 1.984 -0.020
9 H 3.633 -0.271 0.385
10 H -0.519 -2.122 -0.162
11 H -2.307 -0.451 -0.708
12 H -1.942 1.063 0.552
13 H -1.715 -0.603 0.968



Run four
The following is a DFT calculation (ωB97M-V/def2-TZVPD) of a molecular structure, C6H6N.

Charge: +1
HOMO-LUMO gap: 10.83 eV
HOMO level: -15.429 eV

Positions of all 13 atoms, in Å:
1 C 0.427 -1.084 -1.965
2 C 0.761 1.105 -0.485
3 C -0.341 -1.635 -0.907
4 C 0.572 0.012 -1.234
5 C -0.036 0.546 0.542
6 C -0.465 0.923 1.873
7 N -0.312 -0.645 -0.026
8 H 0.691 -1.398 -2.969
9 H 1.188 1.987 -0.766
10 H -0.720 -2.637 -0.539
11 H -1.504 0.459 1.915
12 H 0.160 0.307 2.558
13 H -0.421 2.059 2.001



Here are the energies relative to the best structure, in eV: run one 3.190; run two 1.206; run three 1.606; run four 0.000.



Run one
The following is a DFT calculation (ωB97M-V/def2-TZVPD) of a molecular structure, C3H8NO3.

Charge: +1
HOMO-LUMO gap: 10.52 eV
HOMO level: -15.156 eV

Positions of all 15 atoms, in Å:
1 C -1.201 0.556 0.769
2 C 1.164 -0.156 0.509
3 C -0.213 -0.256 -0.051
4 N -0.276 0.026 -1.457
5 O -1.784 1.507 0.359
6 O 1.421 1.222 0.405
7 O -0.789 -1.950 -0.126
8 H -1.346 0.378 1.905
9 H 1.879 -0.632 -0.165
10 H 1.122 -0.507 1.609
11 H -0.755 0.977 -1.701
12 H 0.566 -0.079 -1.995
13 H -0.946 -0.498 -2.061
14 H 1.859 1.600 1.231
15 H -0.701 -2.189 0.768



Run two
The following is a DFT calculation (ωB97M-V/def2-TZVPD) of 3 unconnected molecules or ions with the total composition C3H8NO3.

Charge: +1
HOMO-LUMO gap: 10.30 eV
HOMO level: -14.884 eV

Positions of all 15 atoms, in Å:
1 C -1.463 2.292 -0.536
2 C -1.092 0.884 -0.537
3 C 1.592 -0.982 0.880
4 N 0.832 0.072 0.846
5 O -0.137 1.687 -0.891
6 O -1.495 -0.242 -0.705
7 O 0.219 -2.495 -0.181
8 H -1.894 2.766 -1.380
9 H -1.507 2.837 0.512
10 H 2.495 -0.920 0.243
11 H 1.471 -1.708 1.649
12 H 0.015 0.160 1.278
13 H 1.072 0.853 0.181
14 H -0.699 -2.278 -0.372
15 H 0.593 -2.926 -0.986



Run three
The following is a DFT calculation (ωB97M-V/def2-TZVPD) of a gas-phase ion, C3H8NO3 (charge +1).

SMILES: CCOC(=[NH2+])OO
Charge: +1
HOMO-LUMO gap: 12.00 eV
HOMO level: -15.640 eV

Positions of all 15 atoms, in Å:
1 C -0.417 0.472 2.421
2 C -0.882 -0.132 0.983
3 O 0.313 -0.659 0.292
4 C 0.487 -0.502 -0.980
5 N 1.677 -0.692 -1.486
6 O -0.499 0.111 -1.568
7 O -0.109 0.402 -2.905
8 H 0.052 -0.244 3.083
9 H 0.339 1.362 2.234
10 H -1.221 0.952 2.896
11 H -1.412 0.510 0.150
12 H -1.624 -0.897 1.274
13 H 2.082 -0.042 -2.267
14 H 2.200 -1.296 -0.784
15 H -0.986 0.656 -3.343



Here are the energies relative to the best structure, in eV: run one 0.000; run two 0.242; run three 1.009.



Run one
The following is a DFT calculation (ωB97M-V/def2-TZVPD) of a molecular structure, C14H16N4O.

HOMO-LUMO gap: 8.41 eV
HOMO level: -7.723 eV

Positions of all 35 atoms, in Å:
1 C -6.187 -0.745 0.782
2 C -4.693 -0.342 0.315
3 C -3.651 -1.165 0.286
4 C -2.464 -0.926 -0.049
5 C -2.198 0.245 -0.523
6 C -3.320 1.265 -0.313
7 C -4.638 0.852 0.143
8 H -5.355 1.744 -0.152
9 H -3.109 2.404 -0.726
10 N -0.896 0.823 -0.649
11 H -0.985 1.992 -1.036
12 C 0.005 0.117 -1.269
13 H 0.056 -1.155 -0.831
14 C 1.518 0.655 -0.781
15 O 2.431 0.484 -1.703
16 N 1.459 1.078 0.551
17 N 2.577 1.708 1.005
18 C 3.726 1.452 0.956
19 C 4.476 0.387 0.389
20 C 3.857 -0.968 0.455
21 C 4.918 -1.847 -0.085
22 C 5.962 -0.950 0.074
23 N 5.713 0.337 0.266
24 H 6.263 1.075 0.354
25 H 7.090 -1.130 -0.570
26 H 5.011 -2.879 -0.165
27 H 2.887 -1.516 0.501
28 H 4.485 2.430 1.206
29 H 0.550 1.275 0.961
30 H 0.095 -0.137 -2.187
31 H -1.737 -1.538 -0.058
32 H -4.047 -2.310 0.450
33 H -6.926 0.066 0.453
34 H -6.323 -1.046 1.750
35 H -6.547 -1.737 0.199



Run two
The following is a DFT calculation (ωB97M-V/def2-TZVPD) of C14H16N4O in the gas phase.

SMILES: CN1C(=O)n2c(nc3ccccc32)NC12CCCC2
HOMO-LUMO gap: 8.09 eV
HOMO level: -7.604 eV

Positions of all 35 atoms, in Å:
1 C 1.924 2.082 -0.535
2 N 0.969 1.029 -0.188
3 C -0.398 1.350 -0.119
4 O -0.810 2.528 -0.273
5 N -1.416 0.344 0.031
6 C -0.973 -0.931 0.349
7 N -1.995 -1.816 0.316
8 C -3.132 -1.006 0.156
9 C -4.423 -1.423 -0.040
10 C -5.397 -0.378 -0.100
11 C -4.965 0.903 -0.338
12 C -3.665 1.332 -0.273
13 C -2.804 0.374 0.001
14 N 0.299 -1.297 0.521
15 C 1.468 -0.326 0.235
16 C 2.253 -1.113 -0.882
17 C 3.790 -0.853 -0.533
18 C 3.854 -0.276 0.888
19 C 2.360 -0.243 1.403
20 H 2.185 2.076 -1.573
21 H 1.752 3.173 -0.304
22 H 2.870 1.767 -0.021
23 H -4.557 -2.548 -0.169
24 H -6.366 -0.643 -0.364
25 H -5.713 1.616 -0.370
26 H -3.519 2.351 -0.390
27 H 0.530 -2.266 0.740
28 H 2.036 -0.648 -1.851
29 H 2.136 -2.231 -0.833
30 H 4.441 -0.240 -1.221
31 H 4.237 -1.857 -0.561
32 H 4.275 0.637 0.899
33 H 4.534 -0.903 1.443
34 H 2.187 -1.200 1.954
35 H 2.034 0.637 2.001



Here are the energies relative to the best structure, in eV: run one 12.305; run two 0.000.



Run one
The following is a DFT calculation (ωB97M-V/def2-TZVPD) of a molecular structure, C5H7FO2.

HOMO-LUMO gap: 10.15 eV
HOMO level: -9.876 eV

Positions of all 15 atoms, in Å:
1 C -1.160 -0.871 -2.036
2 C -0.960 -0.864 -0.536
3 C 0.439 0.515 0.211
4 C 0.614 0.905 1.568
5 C 0.600 -0.969 -0.362
6 H -1.000 0.451 -2.372
7 H -2.420 -1.458 -2.087
8 H -0.230 -1.744 -2.951
9 H -1.591 -1.524 0.202
10 H 0.764 1.451 -0.409
11 H 1.581 0.682 2.147
12 H -0.088 0.514 2.201
13 O -1.047 0.365 0.169
14 O 1.388 -1.834 -0.691
15 F 0.341 2.342 1.598



Run two
The following is a DFT calculation (ωB97M-V/def2-TZVPD) of C5H7FO2 in the gas phase.

SMILES: CCC(F)(C=O)C=O
HOMO-LUMO gap: 10.18 eV
HOMO level: -10.164 eV

Positions of all 15 atoms, in Å:
1 C -0.747 1.462 -1.421
2 C 0.066 1.343 -0.182
3 C 0.164 -0.061 0.543
4 F 1.011 -0.091 1.676
5 C 0.733 -0.810 -0.693
6 O 1.918 -0.842 -0.848
7 C -1.067 -0.668 0.919
8 O -2.007 -0.695 0.113
9 H -0.482 0.650 -2.144
10 H -0.572 2.478 -1.828
11 H -1.910 1.431 -1.180
12 H 1.063 1.579 -0.283
13 H -0.278 2.161 0.568
14 H 0.013 -1.561 -1.340
15 H -1.109 -1.227 2.017



Here are the energies relative to the best structure, in eV: run one 4.451; run two 0.000.



Run one
The following is a DFT calculation (ωB97M-V/def2-TZVPD) of C10H13NO2 in the gas phase.

SMILES: CC(=O)c1ccccc1N[C@H](C)O
HOMO-LUMO gap: 8.96 eV
HOMO level: -8.687 eV

Positions of all 26 atoms, in Å:
1 C 0.170 -3.042 0.853
2 C -0.259 -1.823 0.071
3 O -0.509 -1.936 -1.142
4 C -0.495 -0.586 0.807
5 C -1.275 -0.689 1.965
6 C -1.525 0.464 2.774
7 C -1.077 1.702 2.331
8 C -0.284 1.859 1.155
9 C -0.049 0.712 0.405
10 N 0.829 0.719 -0.666
11 C 0.506 0.716 -2.021
12 C 1.775 0.783 -2.863
13 O -0.241 1.834 -2.479
14 H -0.471 -3.919 0.810
15 H 0.304 -2.819 1.912
16 H 1.019 -3.512 0.460
17 H -1.508 -1.641 2.472
18 H -2.234 0.253 3.644
19 H -1.344 2.696 2.708
20 H -0.027 2.764 0.701
21 H 1.485 1.537 -0.639
22 H -0.067 -0.149 -2.183
23 H 1.486 0.489 -3.840
24 H 2.602 0.002 -2.622
25 H 2.226 1.716 -2.644
26 H -1.037 1.868 -1.968



Run two
The following is a DFT calculation (ωB97M-V/def2-TZVPD) of C10H13NO2 in the gas phase.

SMILES: NC[C@H]1CCc2c1ccc(O)c2O
HOMO-LUMO gap: 8.68 eV
HOMO level: -7.979 eV

Positions of all 26 atoms, in Å:
1 N -1.026 -3.646 -1.601
2 C -0.844 -2.133 -1.552
3 C -1.174 -1.588 -0.210
4 C -0.389 -2.237 0.986
5 C 0.865 -1.359 1.081
6 C 0.443 0.022 0.625
7 C -0.723 -0.110 -0.168
8 C -1.243 0.985 -0.880
9 C -0.716 2.232 -0.692
10 C 0.405 2.422 0.111
11 O 0.787 3.681 0.390
12 C 1.047 1.310 0.742
13 O 2.256 1.480 1.386
14 H -0.566 -4.083 -2.466
15 H -0.411 -4.172 -0.899
16 H -1.343 -1.659 -2.371
17 H 0.199 -1.759 -1.783
18 H -2.207 -1.652 0.075
19 H -0.265 -3.334 0.874
20 H -0.970 -2.070 1.974
21 H 1.649 -1.719 0.361
22 H 1.364 -1.376 2.107
23 H -2.088 0.820 -1.595
24 H -1.221 3.064 -1.136
25 H 0.063 4.357 0.090
26 H 2.611 0.558 1.503



Here are the energies relative to the best structure, in eV: run one 0.398; run two 0.000.



Run one
The following is a DFT calculation (ωB97M-V/def2-TZVPD) of a gas-phase ion, C4H10N2O (charge +1).

Spin multiplicity: 2
Charge: +1
HOMO-LUMO gap (alpha / beta): 9.99 / 4.82 eV
HOMO level (alpha / beta): -13.781 / -13.758 eV

Positions of all 17 atoms, in Å:
1 C -1.270 -0.435 -1.809
2 N -0.239 -0.805 -0.995
3 C -1.428 0.276 1.062
4 C -0.165 -0.362 0.424
5 C 0.976 0.683 0.535
6 N 2.303 0.113 0.274
7 O -1.829 0.652 -1.828
8 H -1.175 -1.199 -2.741
9 H 0.495 -1.302 -1.445
10 H -1.327 0.565 2.133
11 H -1.531 1.289 0.410
12 H -2.238 -0.383 0.773
13 H 0.071 -1.254 1.037
14 H 1.035 1.085 1.515
15 H 0.819 1.499 -0.241
16 H 3.027 0.473 0.820
17 H 2.475 -0.897 0.076



Run two
The following is a DFT calculation (ωB97M-V/def2-TZVPD) of 2 unconnected molecules or ions with the total composition C4H10N2O.

Spin multiplicity: 2
Charge: +1
HOMO-LUMO gap (alpha / beta): 5.09 / 6.71 eV
HOMO level (alpha / beta): -14.304 / -14.962 eV

Positions of all 17 atoms, in Å:
1 C 2.143 -0.773 0.800
2 C 1.030 0.168 0.291
3 C -1.793 -0.898 -1.077
4 C -1.991 -0.120 0.103
5 N -2.019 1.255 -0.122
6 O -1.960 -0.553 1.246
7 N 1.481 1.449 -0.100
8 H 2.525 -1.288 -0.100
9 H 3.035 -0.193 1.038
10 H 1.790 -1.511 1.507
11 H 0.481 -0.273 -0.600
12 H -1.868 -1.988 -1.032
13 H -1.717 -0.396 -2.025
14 H -2.139 1.844 0.696
15 H -1.393 1.674 -0.803
16 H 0.275 0.267 1.071
17 H 2.119 1.334 -0.895



Here are the energies relative to the best structure, in eV: run one 0.000; run two 2.648.



Run one
The following is a DFT calculation (ωB97M-V/def2-TZVPD) of a gas-phase ion, C5H9O4P (charge -2).

SMILES: CC[C@H](C(=O)[O-])[P@@](C)(=O)[O-]
Charge: -2
HOMO-LUMO gap: 7.22 eV
HOMO level: -0.699 eV

Positions of all 19 atoms, in Å:
1 C 1.519 -1.141 1.414
2 C 0.673 0.016 1.117
3 C -0.016 0.035 -0.218
4 C 0.986 0.042 -1.431
5 O 2.145 0.359 -1.149
6 O 0.705 -0.396 -2.565
7 P -1.389 1.301 -0.057
8 C -1.524 1.486 -1.993
9 O -2.620 0.703 0.583
10 O -0.927 2.586 0.553
11 H 1.193 -2.138 1.155
12 H 2.484 -1.258 0.862
13 H 1.898 -1.028 2.513
14 H 1.324 0.822 1.166
15 H -0.159 0.182 1.939
16 H -0.733 -0.905 -0.240
17 H -2.564 1.443 -2.425
18 H -1.214 2.498 -2.256
19 H -0.918 0.708 -2.351



Run two
The following is a DFT calculation (ωB97M-V/def2-TZVPD) of 2 unconnected molecules or ions with the total composition C5H9O4P.

Charge: -2
HOMO-LUMO gap (alpha / beta): 5.95 / 5.95 eV
HOMO level (alpha / beta): 0.438 / 0.436 eV

Positions of all 19 atoms, in Å:
1 C -0.815 -1.513 0.637
2 C -1.628 0.191 -2.378
3 C 1.733 0.122 2.343
4 C -1.156 0.499 -0.952
5 C -0.251 -0.568 -0.402
6 O -1.891 -1.182 1.197
7 O 3.235 0.590 0.036
8 O -0.206 -2.595 0.813
9 O 1.551 2.361 0.691
10 P 1.903 0.904 0.648
11 H -0.771 0.126 -3.052
12 H -2.153 -0.762 -2.403
13 H -2.300 0.968 -2.755
14 H 1.707 -0.953 2.189
15 H 2.561 0.400 3.006
16 H 0.785 0.445 2.762
17 H -2.021 0.562 -0.284
18 H -0.651 1.472 -0.949
19 H 0.367 -1.068 -1.147



Here are the energies relative to the best structure, in eV: run one 0.000; run two 0.772.



Run one
The following is a DFT calculation (ωB97M-V/def2-TZVPD) of C2H2OS2 in the gas phase.

SMILES: O=C1SCS1
HOMO-LUMO gap: 8.65 eV
HOMO level: -9.311 eV

Positions of all 7 atoms, in Å:
1 O 2.588 0.136 0.090
2 C 1.448 0.096 0.147
3 S -0.042 -1.522 0.303
4 C -0.997 -0.024 -0.103
5 S 0.189 1.346 0.309
6 H -1.203 0.088 -1.083
7 H -1.981 -0.120 0.337



Run two
The following is a DFT calculation (ωB97M-V/def2-TZVPD) of C2H2OS2 in the gas phase.

SMILES: O=C(S)C=S
HOMO-LUMO gap: 8.06 eV
HOMO level: -9.347 eV

Positions of all 7 atoms, in Å:
1 O 1.505 -0.990 -0.606
2 C 0.758 -0.347 0.017
3 S 0.594 -0.243 1.777
4 C -0.377 0.187 -0.716
5 S -1.166 1.516 -0.607
6 H -0.605 0.403 1.712
7 H -0.709 -0.525 -1.577



Here are the energies relative to the best structure, in eV: run one 0.000; run two 0.181.



Run one
The following is a DFT calculation (ωB97M-V/def2-TZVPD) of C2H2OS2 in the gas phase.

SMILES: O=CC(=S)S
HOMO-LUMO gap: 8.21 eV
HOMO level: -9.506 eV

Positions of all 7 atoms, in Å:
1 O -2.237 -0.578 -0.222
2 C -1.416 0.193 0.256
3 C 0.076 0.111 0.028
4 S 0.654 1.595 -0.059
5 S 0.936 -1.441 0.038
6 H -1.703 1.187 0.676
7 H 2.191 -0.846 -0.280



Run two
The following is a DFT calculation (ωB97M-V/def2-TZVPD) of C2H2OS2 in the gas phase.

SMILES: O=C(S)C=S
HOMO-LUMO gap: 7.78 eV
HOMO level: -9.468 eV

Positions of all 7 atoms, in Å:
1 O -0.079 1.623 -0.043
2 C -0.134 0.416 0.041
3 S -1.669 -0.489 -0.086
4 C 0.996 -0.523 0.082
5 S 2.516 -0.132 -0.090
6 H -2.372 0.679 -0.028
7 H 0.742 -1.574 0.124



Here are the energies relative to the best structure, in eV: run one 0.231; run two 0.000.